[1]
ORCA calculation (ωB97M-V with the def2-TZVPD basis set) on a molecular structure, C12H16Br18Cl4O2.

**Lowest unoccupied orbital energy**: -1.08 eV
**2S+1**: 1
**E_HOMO**: -9.87 eV
**Orbital gap**: 8.784 eV
**Maximum force**: 6.1 eV/A

XYZ file:
```
52
Properties=species:S:1:pos:R:3:forces:R:3
O 0.289 -0.162 -3.204 -1.4 -0.4 2.6
C -0.020 -0.103 -1.990 0.0 -2.1 -5.7
O 0.657 0.739 -1.291 1.1 1.2 1.5
C 0.213 0.748 0.036 -1.2 -0.7 1.7
C -1.148 0.002 -0.020 -0.6 0.6 2.2
C -1.083 -0.914 -1.176 1.2 0.8 -1.4
H 0.237 1.748 0.469 -0.4 -0.1 -0.6
H 0.829 0.169 0.725 0.7 -0.3 -0.5
H -2.029 0.639 -0.103 0.3 0.4 -0.1
H -1.304 -0.575 0.891 0.1 0.3 0.2
H -2.048 -1.019 -1.671 0.3 0.0 -0.4
H -0.713 -1.911 -0.937 0.2 0.1 -0.1
C -3.958 0.904 3.436 0.4 0.4 0.2
Cl -3.462 -0.237 4.661 0.1 -0.4 0.6
Cl -3.780 0.153 1.832 -0.6 0.5 0.3
H -4.963 1.252 3.678 0.0 -0.4 -0.5
H -3.274 1.748 3.525 -0.1 -0.1 -0.4
C -3.332 -3.514 1.264 0.6 1.0 1.5
Cl -5.012 -3.589 1.121 -3.0 0.1 0.3
Cl -2.708 -4.288 -0.114 1.7 -0.7 -1.3
H -3.073 -2.458 1.338 0.3 -0.2 -0.3
H -3.056 -3.978 2.211 0.3 -0.2 -0.4
C 3.721 1.441 -3.047 -0.4 -0.4 -1.0
Br 5.092 0.495 -4.111 -0.4 0.6 0.5
Br 2.918 2.920 -4.081 0.6 -0.4 0.8
Br 4.295 1.896 -1.272 -0.1 0.1 -0.4
H 2.908 0.717 -2.993 0.1 0.2 0.3
C 0.334 2.089 -6.179 -0.6 0.5 -1.0
Br -1.139 1.075 -6.880 -0.2 -0.2 -0.1
Br -0.316 3.955 -5.893 0.7 -1.0 0.1
Br 1.771 2.085 -7.534 -0.5 0.0 0.9
H 0.574 1.558 -5.257 0.5 0.6 0.0
C 0.213 4.749 -0.758 -1.3 0.1 0.5
Br -0.529 4.106 0.977 0.2 0.6 -0.7
Br 0.164 6.752 -0.697 -0.1 -1.5 -0.5
Br -0.865 3.822 -2.233 1.4 1.2 1.4
H 1.265 4.467 -0.724 -0.3 -0.1 -0.6
C 2.709 2.228 4.438 0.3 0.5 -0.3
Br 2.423 3.471 5.964 0.0 -0.7 -1.2
Br 4.309 2.807 3.314 -1.5 -0.5 1.0
Br 1.116 1.897 3.277 1.2 0.4 1.1
H 2.941 1.278 4.919 0.1 0.3 -0.4
C 2.188 -4.034 -1.389 -0.6 0.0 0.5
Br 0.762 -3.495 -2.743 1.7 -0.6 1.4
Br 1.852 -5.749 -0.528 -0.1 0.0 -0.8
Br 2.370 -2.857 0.167 -0.1 0.6 -0.8
H 3.194 -4.049 -1.809 -0.6 -0.1 -0.5
C -0.248 -3.693 4.191 -0.3 -0.7 -0.8
Br -2.088 -4.319 4.672 1.3 0.8 0.0
Br -0.289 -2.620 2.483 0.1 -1.0 1.3
Br 0.875 -5.342 4.148 -0.5 1.3 -0.3
H 0.220 -3.004 4.894 -0.6 -0.4 0.1
```
Positions in Å, forces in eV/Å.


[2]
ORCA calculation (ωB97M-V with the def2-TZVPD basis set) on 2 unconnected molecules or ions with the total composition C14H8Cl2F3O4S.

**Lowest unoccupied orbital energy**: 0.35 eV
**2S+1**: 1
**E_HOMO**: -3.01 eV
**Orbital gap**: 3.360 eV
**Maximum force**: 2.7 eV/A
**Net charge**: -1

XYZ file:
```
32
Properties=species:S:1:pos:R:3:forces:R:3
Cl 3.302 2.921 2.003 0.2 0.0 0.0
C 1.608 2.723 1.988 -0.7 0.3 -0.1
C 0.770 3.779 1.974 1.0 -0.2 0.0
C -0.694 3.652 1.993 -1.0 0.4 -0.1
O -1.444 4.627 2.010 1.1 -1.3 0.0
C -1.198 2.232 1.993 0.9 -0.1 0.0
Cl -2.892 2.034 2.011 -0.2 -0.1 0.0
C -0.359 1.176 1.969 -1.2 0.1 0.1
C 1.104 1.301 1.986 1.1 -1.3 -0.2
O 1.851 0.321 1.999 -1.3 1.9 0.1
H 1.185 4.784 1.961 -0.2 -0.1 0.0
H -0.775 0.170 1.967 0.3 0.1 -0.1
F -2.218 1.850 -3.744 -0.2 -0.2 0.5
C -2.209 1.112 -2.619 0.1 -0.1 0.3
F -2.177 1.950 -1.555 -0.2 -0.3 -0.6
F -3.350 0.391 -2.558 0.5 0.6 -0.1
S -0.698 0.004 -2.636 -0.4 -1.3 2.3
C -0.878 -0.828 -1.123 -0.6 1.1 -0.6
C -0.001 -1.855 -0.734 0.5 -0.4 0.0
C -0.207 -2.557 0.501 0.2 0.3 -0.6
C 0.660 -3.559 0.905 0.1 0.1 -0.3
C 1.755 -3.911 0.104 0.2 -0.1 0.0
C 1.981 -3.249 -1.115 -0.4 0.1 0.4
C 1.125 -2.241 -1.535 -0.1 -0.1 0.3
O -0.895 -0.876 -3.769 0.3 0.6 -0.4
O 0.429 0.910 -2.609 -0.1 0.2 -0.8
H -1.751 -0.561 -0.530 0.2 0.0 -0.3
H -1.070 -2.268 1.107 0.2 -0.2 -0.1
H 0.486 -4.074 1.853 0.1 0.1 -0.3
H 2.432 -4.701 0.425 -0.1 0.1 0.0
H 2.832 -3.531 -1.737 -0.2 0.1 0.2
H 1.296 -1.727 -2.485 0.0 -0.3 0.4
```
Positions in Å, forces in eV/Å.


[3]
ORCA calculation (ωB97M-V with the def2-TZVPD basis set) on 2 unconnected molecules or ions with the total composition C30H34N2O2.

**Lowest unoccupied orbital energy**: -1.93 eV
**2S+1**: 1
**E_HOMO**: -5.21 eV
**Orbital gap**: 3.278 eV
**Maximum force**: 1.9 eV/A
**Relative energy (zero: lowest compared OMol25 entry of this formula, charge and spin)**: 0.0 kcal/mol

XYZ file:
```
68
Properties=species:S:1:pos:R:3:forces:R:3
C -3.010 0.217 3.136 -0.2 -0.1 0.0
C -1.514 0.190 3.144 0.3 0.0 -0.1
C -0.836 -1.040 3.161 -0.4 0.4 0.2
C 0.534 -1.106 3.193 1.0 0.7 -0.4
C 1.356 0.092 3.077 -1.9 0.1 0.1
O 2.592 0.043 2.842 1.3 -0.2 -0.1
C 0.617 1.347 3.177 1.1 -0.8 -0.4
C -0.755 1.373 3.150 -0.6 -0.5 0.2
H -3.381 1.246 3.131 0.0 -0.1 0.0
H -3.406 -0.300 2.252 -0.1 0.1 0.1
H -3.417 -0.294 4.019 0.0 0.1 -0.1
H -1.416 -1.964 3.154 0.0 0.1 0.1
H 1.063 -2.056 3.214 -0.1 0.0 0.0
H 1.201 2.265 3.184 -0.1 -0.1 -0.1
H -1.280 2.330 3.135 0.1 -0.1 0.1
C 10.341 -3.224 -0.154 0.2 0.3 -0.3
N 9.050 -3.272 0.497 0.0 -0.4 0.4
C 8.741 -4.233 1.415 0.7 -0.8 0.0
O 9.477 -5.154 1.762 -1.1 1.3 -0.3
C 7.315 -3.950 1.903 0.2 -0.8 -0.2
C 7.278 -3.609 3.391 0.0 0.3 0.3
C 7.778 -4.735 4.273 0.0 -0.1 0.1
C 8.893 -4.541 5.095 -0.1 -0.3 -0.2
C 9.401 -5.599 5.853 -0.3 -0.1 -0.1
C 8.769 -6.849 5.817 0.0 0.2 -0.2
C 7.634 -7.036 5.018 0.0 0.3 0.0
C 7.133 -5.976 4.255 0.4 -0.1 0.2
N 6.889 -2.848 1.036 -1.4 0.4 0.3
C 5.640 -2.335 1.091 0.7 -0.1 -0.1
C 5.208 -1.281 0.292 0.0 0.5 -0.6
C 3.941 -0.716 0.288 0.2 -0.7 0.4
C 3.549 0.339 -0.597 -0.1 0.9 -1.1
C 2.226 0.858 -0.569 0.3 -0.3 0.4
C 1.837 1.902 -1.395 0.1 -0.1 -0.1
C 2.735 2.471 -2.310 -0.1 -0.3 0.4
C 2.311 3.603 -3.192 0.0 0.2 -0.2
C 4.034 1.953 -2.381 0.1 -0.2 0.1
C 4.437 0.907 -1.562 -0.3 -0.1 0.4
C 7.957 -2.380 0.123 0.4 0.3 -0.2
C 8.374 -0.925 0.401 0.0 0.0 0.2
C 7.606 -2.599 -1.359 -0.1 -0.2 0.1
H 11.005 -3.974 0.284 -0.3 0.1 0.0
H 10.241 -3.418 -1.230 0.1 0.0 0.2
H 10.791 -2.232 -0.028 0.0 -0.2 0.0
H 6.706 -4.852 1.703 0.2 0.4 0.1
H 7.892 -2.710 3.560 -0.2 -0.2 0.0
H 6.239 -3.363 3.651 0.2 0.0 0.0
H 9.378 -3.562 5.107 -0.1 -0.3 0.0
H 10.291 -5.448 6.467 -0.3 -0.1 -0.2
H 9.166 -7.678 6.404 -0.1 0.2 -0.2
H 7.139 -8.009 4.982 0.2 0.3 0.1
H 6.252 -6.111 3.623 0.2 -0.1 0.2
H 4.940 -2.777 1.810 0.4 0.1 -0.2
H 5.928 -0.875 -0.413 -0.3 -0.1 0.4
H 3.202 -1.099 0.992 -0.1 0.3 0.1
H 1.525 0.420 0.143 0.1 0.2 -0.1
H 0.822 2.295 -1.331 0.2 -0.2 0.0
H 3.140 3.926 -3.827 -0.1 0.0 0.0
H 1.478 3.311 -3.840 0.1 0.0 0.1
H 1.977 4.464 -2.602 0.0 -0.2 0.0
H 4.732 2.394 -3.094 -0.1 -0.2 0.2
H 5.456 0.528 -1.663 -0.3 0.2 0.0
H 8.741 -0.841 1.434 -0.1 0.0 -0.3
H 9.177 -0.642 -0.292 -0.2 -0.1 0.2
H 7.545 -0.225 0.274 0.3 -0.1 0.0
H 7.433 -3.670 -1.536 0.1 0.3 0.0
H 6.708 -2.052 -1.657 0.2 -0.1 0.0
H 8.443 -2.260 -1.983 -0.3 -0.1 0.2
```
Positions in Å, forces in eV/Å.


[4]
ORCA calculation (ωB97M-V with the def2-TZVPD basis set) on a molecular structure, C16H15MgN8O7P2S2.

**Lowest unoccupied orbital energy**: 2.40 eV
**2S+1**: 1
**E_HOMO**: -5.50 eV
**Orbital gap**: 7.904 eV
**Maximum force**: 0.6 eV/A
**Relative energy (zero: lowest compared OMol25 entry of this formula, charge and spin)**: 0.0 kcal/mol
**Net charge**: -1

XYZ file:
```
51
Properties=species:S:1:pos:R:3:forces:R:3
Mg 0.261 -0.185 0.115 -0.5 0.3 -0.1
N 0.926 0.787 3.129 0.0 0.0 0.0
C -0.222 1.368 2.817 -0.1 0.0 0.0
N -0.822 2.095 3.774 0.0 0.0 0.0
C -1.986 2.619 3.435 0.0 -0.1 0.0
N -2.630 3.373 4.358 0.0 0.0 0.0
N -2.590 2.497 2.239 0.0 0.0 0.0
C -1.902 1.790 1.359 0.1 0.1 0.0
N -0.732 1.191 1.568 0.1 0.0 0.1
C -2.497 1.670 0.001 0.0 -0.1 0.0
C -3.862 1.470 -0.142 0.0 0.0 0.0
C -4.363 1.283 -1.417 0.0 0.0 0.0
C -3.491 1.349 -2.491 0.0 0.0 0.0
C -2.147 1.579 -2.240 0.0 0.0 0.0
N -1.646 1.722 -1.018 0.0 -0.1 0.0
H 1.275 0.906 4.061 0.0 0.0 0.0
H 1.404 0.190 2.467 0.0 0.0 0.0
H -2.302 3.335 5.305 0.0 0.0 0.0
H -3.584 3.619 4.169 0.0 0.0 0.0
H -4.492 1.418 0.734 0.0 0.0 0.0
H -5.412 1.065 -1.567 0.0 0.0 0.0
H -3.835 1.203 -3.505 0.0 0.0 0.0
H -1.438 1.625 -3.058 0.0 0.0 0.0
O 1.654 -3.726 0.335 0.0 -0.1 0.0
P 2.118 -2.334 0.973 -0.1 -0.1 0.1
O 3.233 -2.518 1.929 0.0 0.0 0.0
O 0.870 -1.590 1.409 0.1 -0.1 -0.1
O 2.662 -1.532 -0.333 0.1 0.0 0.0
P 3.228 0.010 -0.160 0.1 0.1 -0.1
O 4.294 -0.158 1.010 0.0 0.0 0.1
O 3.843 0.469 -1.415 0.0 0.0 0.0
O 2.008 0.773 0.349 0.0 0.0 0.0
H 0.708 -3.691 0.144 0.0 0.0 0.0
H 4.121 -0.978 1.532 0.0 0.0 0.0
S -4.007 -2.496 -0.357 0.0 0.0 0.0
C -2.541 -1.787 -0.292 0.0 0.1 -0.1
N -1.491 -1.271 -0.265 -0.1 0.0 0.0
S 1.639 1.165 -4.166 0.0 0.0 0.0
C 1.237 1.072 -2.499 -0.1 0.0 0.0
N 0.618 0.006 -2.110 0.2 -0.1 0.0
C 0.435 -0.872 -3.177 0.0 0.1 -0.1
C -0.185 -2.122 -3.122 0.0 0.0 0.0
C -0.292 -2.859 -4.283 0.0 0.0 0.0
C 0.206 -2.376 -5.499 0.0 0.0 0.0
C 0.819 -1.143 -5.570 0.0 0.0 0.0
C 0.927 -0.397 -4.399 0.0 0.0 0.0
H 1.492 1.873 -1.823 0.1 0.0 0.1
H -0.581 -2.480 -2.184 0.0 0.0 0.0
H -0.773 -3.828 -4.250 0.0 0.0 0.0
H 0.110 -2.978 -6.393 0.0 0.0 0.0
H 1.209 -0.766 -6.506 0.0 0.0 0.0
```
Positions in Å, forces in eV/Å.